(1)
Density functional theory data (ωB97M-V/def2-TZVPD) for a molecular structure, C3H2NdO3 in a non-equilibrium geometry.

Its charge is +4. The relative energy (zero: lowest compared OMol25 entry of this formula, charge and spin) comes out at 0.0 kJ/mol. Its spin multiplicity is 5. The value obtained for the LUMO energy (alpha / beta) is -24.000 / -21.883 eV. The value obtained for the max |F| is 7.82 eV/Å. Its gap between HOMO and LUMO (alpha / beta) is 4.42 / 6.78 eV.

Each line ends with the Mulliken spin population.
Atoms and positions in Å:
Nd  4.285  0.271  -0.666  3.076
O  0.104  -0.638  -1.231  -0.034
O  1.786  -0.392  0.135  -0.042
O  -0.220  -0.831  0.980  0.186
C  -1.939  0.643  0.339  0.451
C  0.697  -0.832  -0.122  0.009
C  -1.111  0.041  1.098  0.327
H  -1.112  0.155  -0.944  0.014
H  -2.489  1.583  0.411  0.013

Cartesian forces (eV/Å) of the 3 atoms listed first:
Nd -1.097 -0.579 0.493
O -0.633 -0.662 2.182
O 5.308 -0.460 0.996

---

(2)
Density functional theory data (ωB97M-V/def2-TZVPD) for a molecular structure, C7H40B3CrO7 in a non-equilibrium geometry.

Its charge is 0. The relative energy (zero: lowest compared OMol25 entry of this formula, charge and spin) comes out at 179.1 kJ/mol. Its spin multiplicity is 4. The value obtained for the LUMO energy (alpha / beta) is -2.402 / -0.732 eV. The value obtained for the max |F| is 2.95 eV/Å. Its gap between HOMO and LUMO (alpha / beta) is 6.84 / 8.51 eV.

Each line ends with the Mulliken spin population.
Atoms and positions in Å:
Cr  3.708  8.751  19.039  2.968
O  4.921  10.444  19.892  0.027
O  0.221  5.704  19.699  0.002
O  2.594  9.475  20.817  -0.007
O  7.484  6.774  16.169  0.000
O  6.148  3.284  21.268  0.000
O  8.989  7.151  20.608  0.000
O  4.240  4.049  19.299  0.000
C  5.398  10.678  21.241  0.004
C  1.708  8.649  21.628  0.004
C  3.189  3.575  20.147  0.005
C  6.775  4.315  22.004  -0.002
C  -0.170  4.587  18.911  0.000
C  8.199  8.106  21.315  0.001
C  7.241  6.113  17.416  0.004
B  4.361  7.119  20.365  -0.034
B  5.288  8.743  17.562  -0.103
B  2.026  7.696  18.038  0.016
H  1.867  8.099  19.081  0.016
H  0.724  6.300  19.132  -0.002
H  4.707  9.714  17.678  0.048
H  4.682  6.943  19.295  0.038
H  8.885  8.845  21.743  0.000
H  2.612  4.400  20.559  0.000
H  6.207  6.245  17.727  0.003
H  4.216  5.015  19.332  0.010
H  2.642  10.295  21.314  0.005
H  0.827  9.255  21.848  0.002
H  7.472  5.047  17.352  0.000
H  7.693  6.079  15.541  0.000
H  7.540  8.651  20.629  0.003
H  7.332  5.007  21.363  0.000
H  5.134  11.313  19.524  0.004
H  0.719  4.024  18.598  0.000
H  6.306  11.281  21.281  0.001
H  7.471  3.919  22.743  0.000
H  5.414  3.695  20.766  0.000
H  1.360  7.773  21.091  0.001
H  4.625  8.167  20.702  0.034
H  3.566  2.895  20.914  0.000
H  4.518  7.916  17.434  -0.035
H  5.711  9.712  21.637  0.006
H  7.938  6.507  18.160  -0.002
H  -0.792  3.898  19.474  0.000
H  2.606  6.697  17.963  0.023
H  2.610  8.455  17.437  -0.001
H  6.026  4.900  22.551  -0.001
H  5.830  8.545  18.571  0.031
H  4.793  6.354  21.107  -0.035
H  6.045  8.742  16.699  -0.016
H  4.671  11.123  21.921  0.001
H  3.200  7.097  20.402  0.004
H  9.364  7.594  19.841  0.000
H  -0.640  4.952  17.994  0.000
H  2.524  2.910  19.588  0.001
H  7.619  7.545  22.043  -0.001
H  2.243  8.348  22.528  0.002
H  1.013  7.505  17.520  -0.028

Cartesian forces (eV/Å) of the 3 atoms listed first:
Cr 1.027 -1.215 0.021
O 0.579 1.806 1.434
O -0.202 -0.138 0.510

---

(3)
Density functional theory data (ωB97M-V/def2-TZVPD) for a molecular structure, C42H38ClGeNO5SW in a non-equilibrium geometry.

Its charge is 0. The relative energy (zero: lowest compared OMol25 entry of this formula, charge and spin) comes out at 183.3 kJ/mol. The value obtained for the LUMO energy is -1.406 eV. The value obtained for the max |F| is 2.42 eV/Å. Its gap between HOMO and LUMO is 6.60 eV.

Each line ends with the Löwdin charge.
Atoms and positions in Å:
W  -0.663  -0.016  0.428  1.611
Ge  1.978  1.530  1.639  0.899
Cl  -4.867  -7.815  -4.920  0.676
S  -0.402  2.278  -0.331  0.803
O  -3.173  1.645  2.965  0.103
O  -2.159  0.305  -1.525  -0.054
O  -2.306  0.602  1.208  -0.237
O  -2.030  -1.502  -0.336  -0.127
O  -2.836  -3.022  -2.246  -0.098
N  -1.385  -1.875  2.138  0.047
C  3.586  0.377  3.904  -0.118
C  -4.342  -6.338  -4.202  -0.678
C  -2.853  2.865  0.935  -0.153
C  4.655  0.298  4.781  -0.095
C  -3.227  5.061  -0.732  -0.072
C  3.974  0.625  -0.303  -0.132
C  4.609  0.491  -1.525  -0.086
C  -3.965  3.692  1.086  -0.015
C  5.678  1.225  4.707  -0.095
C  -3.231  -1.682  -2.413  -0.056
C  -3.407  -4.038  -2.991  -0.221
C  0.069  -4.518  -0.533  -0.071
C  -4.583  -4.635  -2.554  0.005
C  1.134  5.711  1.908  -0.086
C  0.790  -2.196  -0.613  -0.324
C  2.949  1.548  -0.119  -0.293
C  4.220  1.279  -2.596  -0.089
C  4.557  2.290  2.875  -0.109
C  -0.657  4.543  2.989  -0.078
C  -4.159  4.780  0.260  -0.071
C  -5.057  -5.786  -3.152  -0.102
C  -2.707  -4.573  -4.078  -0.186
C  -0.032  3.342  2.712  -0.146
C  0.722  0.073  1.822  -0.382
C  -1.919  3.144  -0.071  -0.489
C  1.818  -3.779  0.912  -0.088
C  -3.187  -5.735  -4.666  -0.068
C  1.759  4.505  1.643  -0.118
C  -1.454  -3.949  -4.615  -0.016
C  2.611  2.369  -1.186  -0.162
C  3.228  2.227  -2.417  -0.081
C  -0.079  5.732  2.575  -0.086
C  1.176  3.308  2.029  -0.324
C  -0.007  -3.251  -1.077  -0.053
C  3.518  1.368  2.935  -0.262
C  -2.782  1.661  1.818  -0.556
C  0.647  -0.809  -1.161  -0.224
C  5.625  2.226  3.751  -0.086
C  0.969  -4.790  0.482  -0.093
C  1.753  -2.513  0.362  -0.066
C  -2.444  -0.890  -1.360  -0.602
C  -2.118  4.255  -0.890  -0.101
H  -1.596  4.550  3.523  0.110
H  -5.954  -6.264  -2.794  0.105
H  -1.382  4.461  -1.653  0.103
H  1.858  3.130  -1.055  0.043
H  1.054  -0.602  2.611  -0.014
H  -5.031  5.406  0.379  0.103
H  0.167  -0.857  -2.160  0.080
H  -0.952  -3.336  -3.872  0.062
H  1.023  -5.775  0.918  0.100
H  1.591  6.639  1.590  0.101
H  4.282  0.013  0.536  0.097
H  -1.691  -3.316  -5.471  0.093
H  2.701  4.489  1.111  0.094
H  2.934  2.862  -3.242  0.103
H  -0.578  -5.288  -0.921  0.107
H  1.645  -0.371  -1.324  0.055
H  6.421  2.955  3.689  0.102
H  -3.366  5.920  -1.372  0.105
H  4.689  -0.489  5.523  0.100
H  -2.403  -1.873  2.217  0.068
H  -4.309  -1.535  -2.258  0.145
H  -0.577  6.674  2.762  0.101
H  -2.638  -6.175  -5.486  0.115
H  4.521  3.065  2.123  0.095
H  4.703  1.171  -3.557  0.101
H  -0.724  -3.079  -1.860  0.074
H  2.460  -1.758  0.683  0.096
H  -0.490  2.401  3.007  0.090
H  2.788  -0.351  3.973  0.080
H  -1.095  -2.806  1.842  0.055
H  5.412  -0.223  -1.642  0.102
H  -0.763  -4.719  -4.951  0.086
H  -1.003  -1.688  3.061  0.057
H  2.545  -3.983  1.686  0.102
H  -2.965  -1.301  -3.410  0.146
H  -4.671  3.448  1.869  0.122
H  6.513  1.168  5.391  0.100
H  -5.111  -4.207  -1.716  0.123

Cartesian forces (eV/Å) of the 3 atoms listed first:
W 1.137 -1.593 1.418
Ge 1.505 1.589 0.109
Cl -0.160 -0.268 -0.147

---

(4)
Density functional theory data (ωB97M-V/def2-TZVPD) for a molecular structure, C17H34MgNPSi in a non-equilibrium geometry.

Its charge is 0. The value obtained for the LUMO energy is 0.213 eV. The value obtained for the max |F| is 1.94 eV/Å. Its gap between HOMO and LUMO is 7.34 eV.

Each line ends with the Löwdin charge.
Atoms and positions in Å:
P  -0.540  0.257  -2.400  0.809
Si  -3.165  -0.104  2.044  0.332
Mg  -0.510  0.496  0.242  0.488
N  3.332  1.642  0.520  -0.288
C  3.777  0.980  -0.668  -0.069
C  3.608  3.051  0.596  -0.096
C  -1.580  -0.887  1.488  -0.316
C  -0.516  -1.596  -2.371  -0.305
C  -4.288  0.180  0.561  -0.193
C  2.094  -3.561  -0.415  -0.096
C  -2.794  1.586  2.784  -0.200
C  2.256  1.158  1.315  -0.219
C  2.296  -0.364  1.611  -0.140
C  0.946  0.497  -3.438  -0.263
C  0.541  -1.972  -1.357  -0.350
C  2.493  -2.601  0.509  -0.057
C  -1.855  0.600  -3.608  -0.297
C  0.912  -1.024  -0.412  -0.207
C  -4.076  -1.161  3.304  -0.202
C  1.895  -1.320  0.520  -0.303
C  1.106  -3.262  -1.355  -0.053
H  -1.513  2.271  -0.171  0.079
H  1.833  0.068  -2.962  0.030
H  1.649  -0.519  2.495  0.118
H  2.346  1.690  2.282  0.126
H  -0.305  -1.984  -3.379  0.092
H  0.812  0.028  -4.423  0.052
H  -3.476  -1.318  4.212  0.028
H  1.264  1.503  0.895  0.063
H  3.103  1.136  -1.532  0.072
H  -2.830  0.397  -3.150  0.035
H  -1.730  -0.005  -4.515  0.043
H  -5.210  0.683  0.885  0.030
H  -0.765  2.502  -0.190  0.083
H  -4.568  -0.775  0.093  0.033
H  -2.375  2.277  2.038  -0.002
H  -5.016  -0.671  3.602  0.022
H  -1.524  -1.940  -2.074  0.094
H  -2.081  1.502  3.618  0.034
H  -1.717  -1.827  0.926  0.001
H  -3.722  2.029  3.175  0.032
H  1.109  1.575  -3.559  0.040
H  3.313  -0.614  1.944  0.121
H  3.271  -2.820  1.245  0.104
H  0.775  -3.998  -2.093  0.105
H  3.891  -0.099  -0.509  0.089
H  3.525  3.382  1.638  0.084
H  2.921  3.661  -0.015  0.082
H  4.752  1.415  -0.933  0.087
H  2.555  -4.550  -0.405  0.096
H  4.627  3.229  0.233  0.084
H  -3.804  0.810  -0.199  0.007
H  -0.907  -1.154  2.324  -0.008
H  -1.807  1.668  -3.861  0.039
H  -4.330  -2.150  2.896  0.029

Cartesian forces (eV/Å) of the 3 atoms listed first:
P -0.151 -0.735 -0.300
Si 0.763 -0.882 -0.122
Mg 0.464 -1.844 -0.366